[1]
Entry from the OMol25 dataset: an isolated molecule of C17H26N4O3 in a non-equilibrium geometry (the ωB97M-V functional and the def2-TZVPD basis).

- gap between HOMO and LUMO (eV) = 8.63
- energy relative to the best compared isomer or geometry (same formula, charge and spin) (eV) = 1.589
- net charge = 0
- E_LUMO (hartree) = -0.0218
- SMILES = CC1=CC(C)=NC(=O)[C@H]1C(=O)N[C@H]1CC[C@H](NC(=O)CCN)CC1
- F_max (eV/A) = 4.1

Atoms and positions in Å:
C: 3.029 -0.250 -2.861
C: 2.267 0.911 -2.322
C: 0.910 1.063 -2.580
C: 0.187 2.154 -2.064
C: -1.300 2.221 -2.347
N: 0.720 3.143 -1.363
C: 2.053 3.076 -1.038
O: 2.495 3.991 -0.349
C: 2.950 1.932 -1.444
C: 3.339 1.287 -0.125
O: 4.467 0.864 0.029
N: 2.300 0.852 0.703
C: 2.453 -0.157 1.726
C: 2.234 -1.569 1.163
C: 0.815 -1.820 0.643
C: -0.243 -0.926 1.327
N: -1.521 -1.653 1.233
C: -2.448 -1.390 0.261
O: -2.120 -0.679 -0.669
C: -3.917 -1.799 0.485
C: -4.792 -0.557 0.517
N: -6.169 -0.935 0.772
C: 0.179 -0.681 2.754
C: 1.475 0.156 2.862
H: 2.502 -0.809 -3.643
H: 3.965 0.131 -3.268
H: 3.334 -0.935 -2.063
H: 0.464 0.280 -3.144
H: -1.566 1.337 -2.917
H: -1.875 2.222 -1.433
H: -1.560 3.132 -2.894
H: 3.809 2.354 -1.911
H: 1.384 0.917 0.311
H: 3.482 -0.156 2.199
H: 2.500 -2.222 1.973
H: 2.907 -1.769 0.347
H: 0.793 -1.630 -0.460
H: 0.568 -2.885 0.753
H: -0.307 0.065 0.836
H: -1.878 -2.163 2.030
H: -4.255 -2.420 -0.346
H: -4.014 -2.403 1.405
H: -4.463 0.145 1.289
H: -4.718 -0.069 -0.461
H: -6.485 -1.642 0.127
H: -6.773 -0.125 0.691
H: 0.308 -1.615 3.291
H: -0.635 -0.136 3.261
H: 1.913 -0.074 3.815
H: 1.238 1.240 2.897

Atomic forces in eV per Å
C 0.4 0.1 0.0
C -2.4 0.2 -0.3
C 3.9 -1.3 0.4
C -0.7 2.6 1.2
C 0.6 -0.1 -0.3
N -1.6 -1.6 -1.1
C 0.1 2.3 0.8
O 0.3 -1.1 -0.6
C -1.7 0.1 0.5
C 0.1 -3.2 0.4
O 0.2 0.7 0.4
N 1.4 1.2 -1.2
C 1.2 -0.2 0.7
C -0.3 0.6 0.0
C 0.3 0.5 -1.0
C 0.3 -1.1 -0.5
N -1.2 0.2 0.4
C 0.3 0.9 0.5
O -0.2 0.1 -0.9
C 0.9 -0.5 0.4
C -0.1 0.1 -0.5
N -0.3 0.1 0.7
C -0.7 0.9 0.7
C -1.0 0.1 -0.2
H 0.0 0.2 0.3
H 0.2 -0.1 -0.2
H -0.1 0.0 0.0
H -0.6 -0.3 -0.4
H -0.3 0.0 -0.1
H 0.0 0.0 0.4
H 0.2 -0.1 0.0
H 0.9 0.1 -0.2
H -0.5 0.3 -0.1
H -1.0 0.5 -1.1
H 0.0 -0.7 0.4
H 0.6 0.0 -0.1
H -0.1 -0.1 0.8
H -0.1 0.4 0.2
H -0.5 -0.7 0.0
H 0.4 0.2 0.1
H 0.2 -0.1 -0.1
H -0.1 0.3 -0.3
H 0.0 -0.1 -0.1
H 0.4 0.1 0.1
H -0.1 0.0 -0.2
H 0.0 -0.2 0.0
H 0.0 -0.4 0.0
H 0.2 -0.2 0.0
H 0.4 -0.1 0.5
H 0.2 -0.6 -0.3

[2]
Entry from the OMol25 dataset: a structure of composition C12H10AsNReS4 in a non-equilibrium geometry (the ωB97M-V functional and the def2-TZVPD basis).

- gap between HOMO and LUMO (alpha / beta) (eV) = 5.94 / 6.18
- 2S+1 = 2
- net charge = 0
- E_LUMO (alpha / beta) (hartree) = -0.0760 / -0.0648
- F_max (eV/A) = 1.3

Atoms and positions in Å:
Re: 1.034 -1.619 -0.016
S: 5.283 -1.858 1.087
As: 3.800 -3.153 0.497
S: 2.692 -2.238 -1.361
S: 1.852 -2.686 1.746
S: 4.061 -5.177 0.305
N: -0.974 -1.428 0.887
C: -1.767 -0.690 -0.075
C: -2.907 -1.272 -0.603
C: -3.649 -0.595 -1.556
C: -3.244 0.666 -1.970
C: -2.101 1.237 -1.432
C: -1.335 0.573 -0.476
C: -0.100 1.188 0.076
C: -0.067 2.554 0.343
C: 1.096 3.146 0.812
C: 2.242 2.387 1.017
C: 2.219 1.025 0.762
C: 1.048 0.406 0.300
H: -1.421 -2.310 1.124
H: -0.838 -0.903 1.752
H: -3.213 -2.256 -0.266
H: -4.536 -1.052 -1.973
H: -3.811 1.201 -2.719
H: -1.773 2.209 -1.778
H: -0.956 3.155 0.194
H: 1.106 4.208 1.021
H: 3.150 2.852 1.378
H: 3.111 0.429 0.925

Atomic forces in eV per Å
Re 1.0 -0.2 0.8
S -0.2 0.2 -0.1
As 0.7 -0.4 0.2
S -0.7 0.2 0.1
S -0.5 0.3 -0.7
S -0.2 0.0 0.0
N -0.1 -0.1 0.0
C 0.0 -0.2 0.1
C -0.1 0.0 -0.1
C 0.0 0.0 0.0
C 0.0 0.0 0.0
C 0.0 0.0 0.0
C 0.0 0.1 -0.1
C 0.0 0.1 0.0
C 0.0 0.0 0.0
C 0.0 0.0 0.0
C 0.0 0.0 0.0
C -0.1 0.1 0.0
C 0.1 -0.1 -0.2
H 0.0 0.1 0.0
H -0.1 0.0 -0.1
H 0.0 0.0 0.0
H 0.0 0.0 0.0
H 0.0 0.0 0.0
H 0.0 0.0 0.0
H 0.0 0.0 0.0
H 0.0 0.0 0.0
H 0.0 0.0 0.0
H 0.0 0.0 0.0

[3]
Entry from the OMol25 dataset: a structure of composition C37H55ClO4P2PdSi (the ωB97M-V functional and the def2-TZVPD basis).

- gap between HOMO and LUMO (eV) = 7.69
- net charge = +2
- E_LUMO (hartree) = -0.2754
- F_max (eV/A) = 0.9

Atoms and positions in Å:
Pd: -1.209 -1.171 0.079
C: -2.124 -2.915 3.000
Si: -1.332 -1.341 2.502
C: -2.323 0.166 2.864
C: -3.005 0.261 4.078
C: -3.646 1.441 4.431
C: -3.614 2.530 3.575
C: -2.963 2.445 2.350
C: -2.331 1.257 1.986
P: -1.518 1.089 0.393
C: -0.135 2.268 0.302
C: -0.537 3.708 -0.071
C: 0.739 4.485 -0.443
C: 1.956 4.052 0.391
C: 1.513 3.550 1.760
C: 0.676 2.268 1.622
C: -2.714 1.268 -0.979
C: -3.601 2.541 -0.908
C: -4.119 2.904 -2.309
C: -4.405 1.647 -3.119
C: -3.098 0.907 -3.441
C: -2.030 1.111 -2.347
C: 0.455 -1.280 2.974
C: 0.736 -1.261 4.339
C: 2.045 -1.355 4.792
C: 3.074 -1.504 3.878
C: 2.810 -1.526 2.515
C: 1.502 -1.393 2.043
P: 1.083 -1.404 0.272
C: 2.096 -0.199 -0.668
C: 1.565 -0.038 -2.103
C: 2.218 1.167 -2.785
C: 3.734 0.998 -2.814
C: 4.282 0.779 -1.409
C: 3.624 -0.406 -0.691
C: 1.207 -3.125 -0.351
C: 2.628 -3.749 -0.189
C: 3.285 -4.009 -1.543
C: 2.463 -5.002 -2.373
C: 0.952 -4.769 -2.191
C: 0.677 -3.319 -1.786
H: -2.047 -2.962 4.092
H: -1.595 -3.781 2.602
H: -3.178 -2.963 2.729
H: -3.035 -0.583 4.757
H: -4.172 1.509 5.374
H: -4.107 3.451 3.852
H: -2.962 3.302 1.697
H: 0.467 1.898 -0.532
H: -1.038 4.180 0.776
H: -1.228 3.730 -0.912
H: 0.547 5.549 -0.303
H: 0.947 4.347 -1.505
H: 2.654 4.882 0.491
H: 2.505 3.253 -0.126
H: 0.925 4.326 2.255
H: 2.369 3.355 2.406
H: 0.002 2.186 2.475
H: 1.327 1.389 1.670
H: -3.375 0.410 -0.842
H: -3.066 3.394 -0.496
H: -4.440 2.337 -0.241
H: -3.380 3.515 -2.836
H: -5.011 3.521 -2.202
H: -4.928 1.891 -4.043
H: -5.079 0.999 -2.550
H: -2.692 1.260 -4.390
H: -3.293 -0.158 -3.558
H: -1.416 1.990 -2.559
H: -1.359 0.248 -2.353
H: -0.067 -1.166 5.062
H: 2.256 -1.332 5.853
H: 4.094 -1.606 4.221
H: 3.641 -1.665 1.844
H: 1.926 0.738 -0.126
H: 0.479 0.063 -2.110
H: 1.805 -0.930 -2.685
H: 1.957 2.087 -2.242
H: 1.823 1.274 -3.796
H: 4.205 1.870 -3.268
H: 3.986 0.141 -3.445
H: 4.127 1.682 -0.811
H: 5.359 0.611 -1.441
H: 4.032 -0.451 0.313
H: 3.875 -1.336 -1.201
H: 0.524 -3.650 0.329
H: 2.511 -4.701 0.333
H: 3.272 -3.145 0.445
H: 4.299 -4.379 -1.392
H: 3.382 -3.071 -2.095
H: 2.717 -6.025 -2.093
H: 2.732 -4.893 -3.424
H: 0.546 -5.427 -1.418
H: 0.413 -5.009 -3.107
H: -0.388 -3.111 -1.845
H: 1.173 -2.648 -2.490
O: -4.259 -3.629 -0.578
Cl: -3.182 -2.736 -0.594
O: -2.852 -2.179 -1.879
O: -3.397 -1.585 0.333
O: -1.946 -3.344 -0.048

Atomic forces in eV per Å
Pd 0.2 0.1 0.8
C -0.1 -0.2 0.0
Si 0.0 0.0 -0.1
C -0.1 0.1 0.0
C 0.1 0.1 -0.1
C 0.0 -0.1 0.0
C 0.0 0.0 -0.1
C 0.0 -0.1 0.1
C -0.1 0.0 0.2
P 0.0 0.0 -0.2
C 0.0 0.0 0.1
C 0.1 0.0 -0.1
C 0.0 0.0 0.0
C 0.0 -0.1 0.0
C 0.0 0.0 -0.1
C 0.1 0.0 -0.1
C 0.0 0.1 0.0
C 0.0 0.0 0.0
C 0.0 0.0 0.0
C 0.0 0.0 0.0
C 0.0 0.0 0.0
C -0.1 0.0 0.0
C 0.1 0.0 -0.2
C 0.1 0.0 0.0
C -0.1 0.0 0.0
C 0.0 0.0 0.0
C 0.0 0.0 0.0
C -0.1 0.0 0.2
P 0.0 -0.1 0.0
C 0.0 0.1 0.0
C 0.1 0.1 -0.1
C 0.0 0.0 0.1
C 0.0 0.0 0.0
C 0.0 -0.1 0.0
C 0.0 0.1 0.0
C 0.1 0.0 0.0
C 0.0 -0.1 0.0
C -0.1 0.0 0.0
C 0.0 0.0 0.0
C 0.0 0.0 0.0
C 0.1 -0.1 -0.1
H 0.0 0.0 0.0
H 0.0 0.0 0.0
H 0.1 0.0 0.0
H 0.0 0.0 0.0
H 0.0 0.0 0.0
H 0.0 0.0 0.0
H 0.0 0.1 -0.1
H 0.1 0.0 0.0
H 0.0 0.0 0.0
H 0.1 0.0 0.0
H 0.0 0.0 0.0
H 0.0 0.0 0.0
H 0.0 0.0 0.0
H 0.0 0.1 0.0
H 0.0 0.0 0.0
H 0.0 0.0 0.0
H -0.1 0.0 0.1
H -0.1 0.1 0.0
H 0.0 0.0 0.0
H -0.1 0.0 0.0
H 0.0 0.0 0.0
H 0.0 0.0 0.0
H 0.0 0.0 0.0
H 0.0 0.0 0.0
H 0.0 0.0 0.0
H 0.0 0.0 0.0
H 0.0 0.0 0.0
H 0.0 0.0 0.0
H -0.1 0.0 0.0
H 0.0 0.0 0.0
H 0.0 0.0 0.0
H 0.0 0.0 0.0
H 0.0 0.1 -0.1
H 0.0 -0.1 0.0
H 0.0 0.0 0.0
H 0.0 0.1 0.0
H 0.0 -0.1 0.0
H 0.0 0.0 0.0
H 0.0 0.0 0.0
H 0.0 0.0 0.0
H 0.0 0.0 0.0
H 0.0 0.0 0.0
H 0.0 -0.1 0.1
H 0.0 0.0 0.0
H 0.0 0.0 0.0
H 0.0 0.0 0.0
H 0.0 0.0 0.0
H 0.0 0.0 0.0
H 0.0 0.0 0.0
H 0.0 0.0 0.0
H 0.0 0.0 0.0
H 0.0 0.0 0.0
H 0.0 0.0 0.0
H -0.1 0.0 0.0
H -0.1 -0.2 0.1
O 0.1 0.2 0.0
Cl -0.1 -0.3 -0.3
O -0.3 -0.2 0.1
O -0.1 0.3 -0.1
O 0.2 0.0 -0.1

[4]
Entry from the OMol25 dataset: an isolated molecule of C5H8O (the ωB97M-V functional and the def2-TZVPD basis).

- gap between HOMO and LUMO (eV) = 10.92
- energy relative to the best compared isomer or geometry (same formula, charge and spin) (eV) = 2.155
- net charge = 0
- E_LUMO (hartree) = 0.0424
- SMILES = C[C@H]1C[C@H]2O[C@@H]12
- F_max (eV/A) = 0.5

Atoms and positions in Å:
C: -0.142 -0.518 1.687
C: -0.483 0.064 0.332
C: 0.457 1.119 -0.333
C: 0.402 0.271 -1.605
O: 1.004 -0.973 -1.294
C: -0.369 -0.778 -0.937
H: 0.858 -0.962 1.671
H: -0.858 -1.296 1.974
H: -0.156 0.260 2.460
H: -1.512 0.447 0.309
H: 1.464 1.192 0.090
H: 0.024 2.118 -0.415
H: 0.403 0.595 -2.638
H: -1.079 -1.510 -1.308

Atomic forces in eV per Å
C 0.1 -0.1 0.0
C -0.2 0.0 0.1
C 0.0 0.1 0.0
C 0.0 0.4 -0.3
O 0.0 -0.2 0.3
C -0.1 -0.3 -0.1
H -0.1 0.0 0.0
H 0.1 0.1 0.0
H 0.0 -0.1 -0.1
H 0.2 0.1 0.2
H -0.2 0.0 -0.1
H 0.0 -0.1 0.0
H 0.0 -0.1 0.0
H 0.1 0.1 -0.1

[5]
Entry from the OMol25 dataset: a structure of composition LiN3O13S in a non-equilibrium geometry (the ωB97M-V functional and the def2-TZVPD basis).

- gap between HOMO and LUMO (eV) = 3.39
- energy relative to the best compared isomer or geometry (same formula, charge and spin) (eV) = 0.717
- net charge = -4
- E_LUMO (hartree) = 0.3351
- F_max (eV/A) = 3.9

Atoms and positions in Å:
Li: -0.780 -0.291 0.827
N: -2.368 -1.316 -2.280
O: -3.182 -1.780 -1.423
O: -2.689 -1.187 -3.500
O: -1.239 -0.991 -1.895
N: 1.627 -0.294 2.874
O: 2.238 -1.403 3.056
O: 0.401 -0.190 2.728
O: 2.374 0.705 2.713
N: -1.916 2.387 0.658
O: -1.679 1.288 0.070
O: -2.504 3.334 0.065
O: -1.615 2.450 1.869
S: 2.216 -0.515 -1.154
O: 1.178 -0.853 -0.133
O: 1.725 0.147 -2.359
O: 3.310 0.303 -0.547
O: 2.902 -1.794 -1.568

Atomic forces in eV per Å
Li 1.6 0.3 -0.8
N 1.3 0.4 0.7
O -0.6 -0.2 -0.6
O -0.5 -0.3 0.3
O -0.9 -0.2 -0.5
N 3.6 0.1 -1.5
O -1.8 0.5 0.7
O -0.9 -0.6 0.5
O -1.2 -0.2 0.9
N -0.2 -1.4 0.4
O -0.6 1.3 -0.1
O 0.6 -0.5 0.3
O -0.3 0.8 -0.3
S 2.8 -1.3 0.4
O -0.7 0.6 -0.1
O -1.0 0.7 -0.6
O -0.4 0.6 0.3
O -0.5 -0.6 -0.2